Here is C11H24Cl3FN4O6P2S as an isolated structure from the Open Molecules 2025 dataset. Energies are from ωB97M-V/def2-TZVPD.

Summary:
frontier orbital gap: 2.274 eV
molar mass: 527.7 g/mol
HOMO: -5.24 eV
E_tot: -99737.285 eV

Geometry as XYZ:
```
52
Properties=species:S:1:pos:R:3:forces:R:3
C 0.909834 2.608055 -1.817345 -0.4 -0.1 0.2
C -0.575648 2.927880 -1.637957 0.4 0.0 -1.0
Cl -0.877520 4.127746 -0.323652 0.0 -0.2 0.0
C -1.484204 1.724203 -1.468676 -1.3 0.0 0.9
C -1.334229 1.021560 -0.099250 1.2 0.3 -0.8
C -0.963845 -0.465768 -0.152863 -0.8 0.1 0.9
F -0.004684 -0.692479 -1.089584 0.2 0.2 0.2
C -0.521349 -0.914486 1.274201 -0.3 -0.8 -1.1
C 0.873982 -0.419820 1.688491 0.3 -0.8 0.3
C 2.085653 -1.081577 1.006775 0.9 1.0 0.2
C 2.742717 -0.176423 -0.068635 -0.8 -1.0 -0.3
C 3.220050 -1.047294 -1.235460 0.4 0.7 0.9
S 3.353758 -0.134284 -2.781240 0.2 -1.7 -1.3
O 2.045738 -0.204233 -3.380886 -0.6 1.0 0.7
O 4.361590 -0.792878 -3.540309 0.7 0.3 0.4
Cl 3.884965 1.746746 -2.339117 -0.7 -1.0 1.0
P -0.630893 -2.789534 1.295342 1.3 -0.5 1.6
N 0.070608 -3.410005 2.526800 -0.2 0.3 -0.1
O -0.089273 -3.358629 -0.078693 -0.4 0.3 -0.1
O -2.178007 -3.195974 1.259547 -0.1 0.5 -0.4
N -1.492514 -0.438374 2.301006 0.7 0.6 -0.9
C -2.048251 0.795633 2.069151 -0.2 0.6 0.1
N -2.132628 1.610379 3.090580 -0.1 -0.3 0.2
N -2.497718 1.264355 0.826099 0.6 -2.2 0.1
P -4.040498 0.412640 0.417395 -3.4 2.2 0.2
O -4.122732 -0.917084 1.419075 1.1 -0.1 -1.0
O -4.063520 -0.017404 -1.148986 1.5 -0.4 0.8
H 1.024080 1.561700 -2.109448 0.0 0.1 0.0
H 1.335476 3.191679 -2.630043 0.1 0.1 0.1
H 1.480529 2.797271 -0.909284 0.0 0.0 0.0
H -0.900914 3.431577 -2.546495 -0.2 0.1 0.1
H -1.396210 1.000230 -2.280511 0.4 0.2 -0.1
H -2.510878 2.099893 -1.510485 0.0 0.0 -0.1
H -0.469924 1.507209 0.367238 -0.1 0.1 0.1
H -1.826617 -1.105704 -0.399609 0.0 0.2 -0.2
H 0.947486 -0.623043 2.759354 -0.2 0.1 0.0
H 0.989692 0.663485 1.587488 -0.3 0.0 -0.1
H 2.851182 -1.208544 1.775815 -0.2 -0.3 0.1
H 1.902192 -2.073984 0.613833 -0.3 0.0 0.0
H 3.587848 0.362119 0.351219 -0.1 0.2 0.0
H 1.999696 0.526388 -0.442962 0.2 0.1 0.1
H 2.533619 -1.863327 -1.456738 -0.2 0.2 -0.2
H 4.173244 -1.504163 -0.969205 0.2 0.2 -0.4
H 0.509812 -2.735312 3.138342 0.1 -0.2 0.1
H 0.739476 -3.811379 0.138567 0.0 -0.1 -0.2
H -2.386512 -3.510405 2.150726 -0.1 -0.2 0.0
H -2.194601 -1.125828 2.571612 0.0 0.2 0.3
H -1.440738 1.522094 3.822441 -0.5 -0.4 0.4
H -2.839156 2.331301 3.160379 0.4 0.4 -0.5
H -4.648291 -1.584110 0.949334 0.0 -0.2 0.3
H -3.225016 -0.329169 -1.530257 -0.2 -0.2 -0.3
Cl 5.273144 2.297067 -4.613116 0.6 0.5 -1.0
```
Positions in Å, forces in eV/Å.

Mulliken analysis output, partial charges in e: -0.792 -0.254 -0.194 -1.590 -0.665 -0.293 -0.425 1.247 -1.553 -1.096 0.445 -1.012 1.187 -0.591 -0.531 -0.209 0.683 -0.839 -0.549 -0.509 -0.064 -0.063 -0.178 0.311 -0.055 -0.388 -0.377 -0.254 0.433 0.438 0.604 0.526 0.572 0.772 0.539 0.645 0.349 0.496 0.406 0.616 -0.588 0.363 0.403 0.301 0.409 0.385 0.357 0.298 0.341 0.326 0.466 -0.849

Here is a 2-piece molecular cluster, C11H24ClF4NO2P2S overall from the Open Molecules 2025 dataset. Energies are from ωB97M-V/def2-TZVPD.

Summary:
frontier orbital gap: 2.839 eV
molar mass: 407.8 g/mol
HOMO: -4.63 eV
E_tot: -70183.034 eV

Geometry as XYZ:
```
46
Properties=species:S:1:pos:R:3:forces:R:3
N -0.723983 -5.638093 -3.120172 0.1 0.2 0.2
C -0.512403 -4.311415 -3.685725 -0.2 -0.1 -0.2
C -0.649849 -3.155243 -2.687506 -0.1 0.0 0.1
C -0.295688 -1.800491 -3.328665 -0.4 -0.2 0.1
P -0.031687 -0.491757 -2.109082 0.1 -0.1 -0.5
C -1.253229 -0.528282 -0.797577 -0.1 0.1 0.2
C -0.784104 0.231604 0.478867 -0.6 0.0 0.1
C -1.093666 -0.544345 1.763597 0.1 -0.3 -0.6
S -0.758403 0.520301 3.172949 -0.2 0.0 0.4
P -0.400489 1.536687 -3.100231 0.2 0.4 0.2
O 0.879550 2.402077 -2.619940 -0.2 -0.2 0.2
Cl 0.244135 1.066016 -4.953820 0.1 0.0 -0.1
C 1.694557 -0.697198 -1.375819 0.1 -0.1 0.2
F 1.630835 -1.580529 -0.351380 0.0 0.1 -0.1
F 2.111413 0.496665 -0.886091 0.0 -0.2 -0.1
C 2.768113 -1.175253 -2.366269 0.0 -0.1 0.2
F 2.559151 -2.476847 -2.665029 0.0 0.0 0.0
F 2.645203 -0.449102 -3.499332 0.1 0.0 0.0
H 0.027519 -5.880488 -2.482044 0.0 0.0 -0.1
H -1.576749 -5.662679 -2.568818 0.0 -0.1 -0.2
H -1.254151 -4.172560 -4.485575 0.2 0.0 0.1
H 0.474296 -4.285331 -4.163308 -0.1 0.0 0.1
H -1.693518 -3.120553 -2.345186 0.2 0.0 0.0
H -0.034114 -3.358462 -1.801336 0.0 0.0 -0.2
H 0.584730 -1.866305 -3.972482 -0.1 0.1 0.1
H -1.134655 -1.452800 -3.948621 0.2 0.0 0.0
H -1.565273 -1.555117 -0.586330 0.2 0.1 0.0
H -2.116861 -0.002015 -1.230872 0.1 -0.3 0.0
H -1.349152 1.169836 0.541591 0.4 0.0 0.0
H 0.282739 0.458185 0.450102 -0.2 0.1 0.1
H -2.159125 -0.810514 1.756313 0.2 0.1 0.2
H -0.531276 -1.489496 1.782751 0.0 0.2 0.0
H 0.206220 1.263428 2.613632 -0.1 0.3 0.1
H 0.799037 2.707385 -1.698427 0.1 0.2 -0.1
H 3.765913 -1.053052 -1.930916 -0.1 0.0 -0.1
C -0.303436 5.405625 5.026561 -0.2 0.1 0.2
C -0.487351 3.917840 4.659995 0.5 0.2 -0.1
C 0.460010 3.090561 5.550825 -0.1 -0.2 0.3
O -0.244975 3.689267 3.347050 -0.1 -0.4 -0.2
H 0.721748 5.712618 4.801442 0.0 0.0 -0.1
H -0.985553 6.018702 4.433442 0.0 0.0 -0.1
H -0.501125 5.606911 6.089161 0.0 0.0 0.0
H -1.525458 3.653953 4.999107 0.0 -0.1 -0.1
H 1.499109 3.353652 5.333299 0.0 0.0 -0.1
H 0.322188 2.027730 5.331359 0.1 0.0 0.0
H 0.289802 3.228885 6.628509 0.0 0.0 -0.1
```
Positions in Å, forces in eV/Å.

Mulliken analysis output, partial charges in e: -0.635 -0.837 -0.668 -0.921 0.410 -0.958 -0.743 -0.721 -0.216 0.218 -0.407 -0.153 0.708 -0.253 -0.237 -0.041 -0.216 -0.215 0.268 0.263 0.328 0.422 0.372 0.376 0.563 0.706 0.549 0.514 0.560 0.381 0.309 0.305 0.195 0.373 0.318 -1.462 0.615 -1.128 -0.843 0.327 0.324 0.380 0.065 0.272 0.149 0.383

Here is a 2-piece molecular cluster, C11H24ClN2O6P overall from the Open Molecules 2025 dataset. Energies are from ωB97M-V/def2-TZVPD.

Summary:
frontier orbital gap: 9.556 eV
molar mass: 346.7 g/mol
HOMO: -8.97 eV
E_tot: -48870.271 eV

Geometry as XYZ:
```
45
Properties=species:S:1:pos:R:3:forces:R:3
C -1.641860 1.290068 0.145436 0.5 0.7 -0.6
C -1.406874 1.909922 -1.256220 0.2 0.0 0.3
C -0.736744 0.972449 -2.312091 -0.6 0.3 0.0
C -0.649742 -0.515063 -1.924983 0.4 -0.3 -1.1
C 0.270604 -1.340933 -2.907367 -0.7 0.4 0.7
C 1.468764 -2.045003 -2.187453 -1.0 -0.6 -1.5
N 2.753373 -1.579594 -2.787485 -0.6 1.2 2.1
C 3.810974 -2.545520 -2.651136 -0.6 1.9 1.8
O 4.071483 -3.207926 -3.551016 1.1 -2.6 -3.2
O 4.530209 -2.634195 -1.478926 -0.7 0.2 0.4
C 4.043296 -3.620551 -0.575889 0.8 -0.5 1.1
O 3.567316 -4.778634 -1.178042 -1.3 0.5 0.4
O 4.675957 -5.576374 -1.465225 1.6 -0.6 -0.6
P 3.278245 0.009820 -2.352379 1.9 0.0 -1.0
O 2.650897 0.883581 -3.621958 -0.6 -0.4 1.2
Cl 2.292112 0.652875 -0.605084 -0.5 -0.2 -0.4
H -2.438966 0.541043 0.106707 0.2 0.1 0.3
H -1.899853 2.109085 0.826252 -0.3 -0.4 -0.1
H -0.692616 0.872376 0.510247 -0.4 -0.2 0.0
H -2.360697 2.305507 -1.635100 0.2 -0.2 0.1
H -0.770372 2.797979 -1.111088 -0.1 -0.3 -0.1
H -1.362172 1.026136 -3.219658 0.3 -0.1 0.1
H 0.231932 1.384479 -2.621205 -0.1 -0.3 0.3
H -0.264250 -0.703800 -0.919446 -0.4 0.3 0.0
H -1.666150 -0.922826 -2.024518 0.3 0.0 0.5
H 0.626136 -0.707863 -3.729861 0.1 -0.1 0.3
H -0.383592 -2.082470 -3.386270 0.4 -0.1 0.1
H 1.414149 -1.951673 -1.093572 0.2 0.3 -0.3
H 1.353932 -3.118008 -2.412123 0.4 0.2 0.1
H 4.900290 -3.904080 0.050558 -0.1 0.3 -0.2
H 3.261696 -3.257199 0.105941 -0.2 0.1 -0.7
H 4.417954 -6.492705 -1.281297 -0.5 0.4 0.2
H 2.626783 1.818655 -3.362001 0.1 -0.1 -0.2
C -4.107423 2.714988 5.999907 -0.5 0.0 -0.2
N -4.344009 2.772814 4.569809 0.3 0.0 0.0
C -3.429820 2.739605 3.562207 -0.2 0.0 -0.2
C -1.973331 2.628780 3.943394 0.0 0.0 0.0
O -3.795512 2.798363 2.399247 0.1 0.0 0.1
H -4.629606 1.849085 6.411043 0.1 0.0 0.2
H -4.508526 3.618678 6.462464 0.1 0.0 0.2
H -3.050026 2.635988 6.229853 0.0 0.0 -0.1
H -5.295547 2.847300 4.245009 0.0 0.0 0.0
H -1.369396 2.613584 3.040635 -0.1 0.0 0.0
H -1.673599 3.486619 4.547305 0.0 -0.1 0.1
H -1.795417 1.704637 4.495378 0.1 0.1 0.1
```
Positions in Å, forces in eV/Å.

Mulliken analysis output, partial charges in e: -0.693 -0.689 -0.216 -0.562 -0.773 -0.789 0.154 0.369 -0.421 -0.316 -0.123 -0.183 -0.358 0.142 -0.447 -0.207 0.259 0.180 0.203 0.316 0.268 0.338 -0.069 0.284 0.386 0.524 0.330 0.373 0.476 0.315 0.239 0.317 0.314 -0.818 -0.187 0.819 -1.151 -0.634 0.279 0.279 0.314 0.235 0.216 0.373 0.338

Here is a 2-piece molecular cluster, C11H24N3O5S overall from the Open Molecules 2025 dataset. Energies are from ωB97M-V/def2-TZVPD.

Summary:
frontier orbital gap: 10.362 eV
net charge: +1
molar mass: 310.4 g/mol
HOMO: -12.83 eV
E_tot: -37330.717 eV

Geometry as XYZ:
```
44
Properties=species:S:1:pos:R:3:forces:R:3
C 4.035561 -0.052590 -0.232279 0.2 0.1 0.3
C 3.136007 0.983157 0.402776 0.1 -0.1 -0.2
O 1.760852 0.545914 0.273827 -0.1 0.0 0.0
C 0.942942 0.944241 1.312885 0.4 0.0 -0.2
S -0.772785 0.893789 0.762341 -0.4 0.1 0.5
C -0.828596 -0.510860 -0.344390 -0.5 -0.5 -0.4
C -2.248299 -1.053139 -0.437012 -0.2 0.9 0.3
C -3.209423 -0.928874 0.665014 0.4 -1.7 0.3
O -2.558094 -2.196660 0.288327 -0.3 0.0 -0.1
C -0.877800 2.300142 -0.341351 0.1 0.1 -0.3
C -1.618192 3.513602 0.290033 -0.2 0.1 0.0
N -1.847172 3.295947 1.710296 0.3 0.2 0.1
N -0.735361 4.665320 0.110169 0.1 -0.2 -0.1
N -2.929186 3.560050 -0.340266 0.1 -0.1 0.1
H 5.029150 0.382320 -0.352619 0.0 0.0 -0.1
H 4.152964 -0.914449 0.424185 -0.1 -0.1 -0.1
H 3.659725 -0.376559 -1.200497 0.0 0.1 0.0
H 3.387114 1.100975 1.460458 -0.1 0.0 0.0
H 3.224713 1.952305 -0.095766 0.0 0.0 0.1
H 0.999927 0.281804 2.183448 0.0 0.0 0.0
H 1.109248 1.986321 1.616058 -0.1 0.0 0.1
H -0.209883 -1.309624 0.060278 0.4 0.3 0.0
H -0.548570 -0.219437 -1.353216 0.7 0.0 0.2
H -2.667036 -0.996387 -1.428030 -0.1 -0.1 -0.4
H -4.268310 -0.921710 0.450119 0.0 0.2 0.1
H -2.863086 -0.733340 1.670959 -0.3 0.8 -0.1
H -1.416780 1.947297 -1.219625 0.0 0.0 0.0
H 0.135511 2.568060 -0.643161 0.0 -0.1 0.0
H -1.015897 3.592282 2.214184 0.0 0.1 0.0
H -2.594443 3.894856 2.044450 -0.1 -0.2 0.0
H -0.422776 4.752906 -0.851262 -0.1 0.1 0.0
H -1.218186 5.521168 0.362014 0.0 0.0 0.0
H -2.853949 3.617567 -1.348272 0.0 0.1 0.0
H -3.466597 4.355171 -0.013500 0.0 0.0 0.0
C 0.174615 -4.485334 -0.231273 -0.2 -0.1 -0.1
C 0.504612 -4.954812 -1.637117 0.0 0.0 0.1
O 1.879387 -4.576472 -1.757875 0.0 0.0 0.0
C 2.416925 -4.477249 -0.518085 -0.1 0.0 0.0
O 3.567952 -4.323351 -0.284111 0.0 0.0 0.0
O 1.439513 -4.560149 0.422970 0.0 0.0 0.0
H -0.557490 -5.107859 0.274650 0.1 0.0 0.1
H -0.167749 -3.449649 -0.211678 -0.1 0.0 0.0
H 0.419245 -6.036557 -1.744138 0.0 0.0 0.0
H -0.080305 -4.470135 -2.413917 0.1 0.1 0.0
```
Positions in Å, forces in eV/Å.

Mulliken analysis output, partial charges in e: -1.216 -0.320 -0.251 -0.799 0.212 -0.821 0.353 -0.702 -0.434 -1.785 1.376 -0.659 -0.694 -0.641 0.394 0.322 0.309 0.402 0.260 0.501 0.605 0.233 0.579 0.448 0.343 0.303 0.589 0.486 0.211 0.303 0.224 0.234 0.256 0.287 0.497 -0.388 -0.343 0.652 -0.509 -0.361 0.356 -0.404 0.283 0.309

Here is C11H24N4O3S4Ti as an isolated structure from the Open Molecules 2025 dataset. Energies are from ωB97M-V/def2-TZVPD.

Summary:
frontier orbital gap: 7.524 eV
molar mass: 436.5 g/mol
HOMO: -7.55 eV
E_tot: -90359.443 eV

Geometry as XYZ:
```
47
Properties=species:S:1:pos:R:3:forces:R:3
Ti 0.218257 -0.018981 -0.156279 -0.5 0.0 -0.5
C -2.220551 -0.277996 2.106497 0.1 0.1 0.2
C -2.633688 -1.112970 0.908370 0.0 0.0 -0.1
N -2.177076 -0.492618 -0.344325 0.2 0.0 -0.1
C -3.135466 0.435385 -0.958706 0.0 -0.1 0.0
C -3.260516 1.779975 -0.248211 -0.1 -0.1 0.0
S -1.650736 2.557741 0.012621 0.2 0.0 -0.1
C -1.543643 2.672623 1.817465 0.0 0.0 0.2
C -0.710191 1.607678 2.542833 -0.1 -0.1 -0.1
N -0.852022 0.264473 1.966388 0.2 -0.1 -0.1
H -2.303967 -0.874944 3.017601 0.0 0.0 0.0
H -2.896555 0.565077 2.229345 0.0 0.0 0.0
H -3.721962 -1.235581 0.911254 0.0 0.0 0.0
H -2.192104 -2.103921 0.969416 0.0 0.0 0.0
H -1.994890 -1.228605 -1.019811 0.0 0.0 0.0
H -4.129098 -0.025589 -1.000813 0.0 0.0 0.0
H -2.813661 0.595681 -1.986722 0.0 0.1 0.0
H -3.777734 1.691727 0.706988 0.0 0.0 0.0
H -3.871367 2.434337 -0.870147 0.0 0.0 0.0
H -2.563788 2.714464 2.200453 0.0 0.0 0.0
H -1.105651 3.644788 2.045423 0.0 0.0 0.0
H -1.011684 1.611417 3.597328 0.0 0.0 0.0
H 0.342368 1.868237 2.496586 0.0 0.0 -0.1
H -0.209500 -0.352815 2.455580 0.0 0.0 0.1
N 2.060475 -0.923574 1.656002 0.0 -0.3 0.0
N 1.376698 -2.045711 2.165031 0.1 0.0 0.1
C 0.402235 -2.617336 1.338927 -0.3 0.5 -0.5
O -0.091480 -3.683796 1.615235 0.0 -0.2 0.0
O 0.051477 -1.843303 0.338825 -0.1 -1.0 0.6
H 2.851428 -1.197888 1.078754 0.1 0.1 0.0
H 2.387587 -0.369257 2.436712 0.0 0.1 -0.1
H 1.907518 -2.740553 2.672494 0.0 0.0 0.0
S 1.957286 -0.201977 -4.455278 0.0 0.0 0.0
C 1.361205 -0.226489 -2.943835 0.0 0.1 0.1
S -0.233014 0.354339 -2.487372 0.1 -0.1 0.0
S 2.158388 -0.777192 -1.508509 -0.1 0.0 0.0
C 2.481802 3.075499 1.306533 0.1 0.2 0.1
C 2.309296 2.202764 0.085080 -0.4 -0.4 0.0
C 2.222493 2.990496 -1.199965 0.0 0.2 -0.1
O 1.117632 1.424473 0.235446 0.8 1.1 0.4
H 1.675273 3.810647 1.380821 0.0 0.0 0.0
H 3.426391 3.619852 1.241604 0.0 0.0 0.0
H 2.500072 2.487484 2.226877 0.0 0.0 0.0
H 3.147756 1.504789 0.010390 0.0 -0.1 0.0
H 1.364517 3.667199 -1.177223 0.0 0.0 0.0
H 2.113197 2.331108 -2.059705 0.0 0.0 0.0
H 3.129564 3.584740 -1.334629 0.0 0.0 0.0
```
Positions in Å, forces in eV/Å.

Mulliken analysis output, partial charges in e: 0.234 -0.970 -0.977 0.069 -1.097 -0.555 -0.071 -0.908 -0.370 0.206 0.379 0.424 0.488 0.356 0.400 0.395 0.393 0.287 0.565 0.591 0.523 0.451 -0.151 0.288 -0.232 -0.387 0.522 -0.673 -0.271 0.330 0.270 0.287 -0.250 0.327 -0.433 -0.437 -1.449 0.601 -1.143 -0.213 0.288 0.441 0.314 0.291 0.257 0.157 0.452

- Which of these has the lowest HOMO?
  C11H24N3O5S

- Which formula does entry 1 have?
  C11H24Cl3FN4O6P2S